13
Properties=species:S:1:pos:R:3 method="wB97M-V/def2-TZVPD" homo_lumo_gap_ev=6.44 total_energy_ha=-194.8871 multiplicity=1 total_charge=-1 homo_energy_ev=-2.145
C -3.07232 -0.39072 1.33881
H -2.08511 -0.12160 0.92866
H -3.20287 0.19873 2.21600
H -3.87854 -0.00363 0.72182
H -3.08423 -1.50318 1.63060
C 1.23268 0.00862 -1.13890
O 0.37388 -0.35267 -0.16386
C 2.62255 0.32549 -0.58931
H 1.41758 -0.60256 -1.99654
H 0.92403 1.00453 -1.64073
H 3.37958 0.55923 -1.39722
H 2.26737 1.23351 -0.04132
H 3.10540 -0.35575 0.13198